Entry 1:
{"formula": "C13H16NO2PdS3Sb", "method": "wB97M-V/def2-TZVPD", "species": ["Pd", "C", "C", "C", "C", "C", "C", "C", "C", "C", "H", "H", "H", "H", "H", "H", "H", "H", "H", "H", "H", "H", "S", "Sb", "S", "S", "O", "C", "C", "C", "C", "O", "N", "H", "H", "H", "H"], "xyz": [[0.2814, -0.8792, -0.1495], [-0.9293, -2.1713, 3.2302], [-1.2500, -1.3799, 2.0027], [-1.6271, -2.0271, 0.8012], [-2.0763, -1.2883, -0.3227], [-2.6334, -1.9879, -1.5275], [-2.0419, 0.1171, -0.2509], [-1.6294, 0.7835, 0.9213], [-1.6872, 2.2743, 1.0138], [-1.2358, 0.0198, 2.0325], [0.1331, -2.4158, 3.2601], [-1.4874, -3.1031, 3.2523], [-1.1542, -1.6010, 4.1272], [-1.7180, -3.1095, 0.7913], [-1.8384, -2.2085, -2.2443], [-3.3629, -1.3609, -2.0337], [-3.1056, -2.9265, -1.2460], [-2.4080, 0.6964, -1.0902], [-0.7476, 2.7111, 0.6725], [-1.8410, 2.5939, 2.0424], [-2.4817, 2.6734, 0.3869], [-0.9702, 0.5253, 2.9514], [4.2985, -0.7643, -1.6336], [3.2045, -2.3421, -0.3355], [1.1376, -2.4981, -1.6698], [2.1301, -1.0537, 1.5290], [3.0560, 1.0970, 0.8373], [2.5205, 1.4459, -0.2053], [3.0611, 2.4402, -1.2189], [2.1712, 2.2306, -2.4487], [1.1341, 1.2380, -1.9801], [0.2320, 0.6804, -2.5675], [1.3657, 0.9455, -0.6577], [4.1170, 2.2397, -1.3981], [2.9704, 3.4398, -0.7917], [2.7309, 1.8231, -3.2923], [1.6811, 3.1427, -2.7879]], "energy_ha": -2272.59552, "charge": 1, "spin_multiplicity": 2, "s2": 0.884, "orbital_gap_ev": [4.69, 4.48]}


Entry 2:
{"formula": "C3H4N2", "method": "wB97M-V/def2-TZVPD", "species": ["N", "C", "C", "C", "N", "H", "H", "H", "H"], "xyz": [[2.1704, 1.0361, -0.7046], [1.4403, 0.1257, -0.2852], [0.3134, -0.3407, 0.1067], [-1.0810, -0.5317, -0.2035], [-0.6175, -0.0096, 1.1199], [1.4231, 1.7496, -0.7777], [-1.5976, 0.2220, -0.8063], [-1.4286, -1.5524, -0.3137], [-0.6225, -0.6991, 1.8644]], "energy_ha": -226.07499, "smiles": "N=C=C1CN1", "orbital_gap_ev": 9.57}


Result set for energy above the lowest of the compared OMol25 structures with the same formula, charge and spin: 231.44, 394.32 kJ/mol, one per record in the order listed.